The following is a DFT calculation (ωB97M-V/def2-TZVPD) of C19H34DyN3O5P2 as an isolated structure at a distorted geometry.

Energy relative to the best compared isomer or geometry (same formula, charge and spin) ... 0.000 eV
Multiplicity ... 6
Kohn-Sham gap (spin up / spin down) ... 6.6 / 9.0 eV
Net charge ... +2
HOMO (spin up / spin down) ... -0.5598 / -0.5599 Eh
LUMO level (spin up / spin down) ... -8.618 / -6.200 eV

Last column: Mulliken spin population.
Positions of all 64 atoms, in Å:
1 Dy 0.7001 0.6459 -0.9745  5.3799
2 P 2.4481 -1.4717 -0.5770  -0.1207
3 C 2.6265 -1.8296 -2.3765  -0.0058
4 C 1.2704 -2.0566 -3.0654  -0.0017
5 N 0.1658 -1.4078 -2.6089  -0.0351
6 C -1.0304 -1.7025 -3.1934  0.0053
7 C -1.1094 -2.5181 -4.3236  0.0023
8 C 0.0402 -3.0843 -4.8661  -0.0013
9 C 1.2427 -2.8525 -4.2087  0.0039
10 C -2.3401 -1.1165 -2.6491  -0.0048
11 P -2.0672 0.3975 -1.6536  -0.0984
12 H 2.1848 -3.2567 -4.5694  -0.0004
13 H -2.0819 -2.6701 -4.7864  0.0000
14 H 0.0012 -3.6869 -5.7719  0.0000
15 H -2.9878 -0.8990 -3.5155  -0.0013
16 H -2.8404 -1.8817 -2.0215  -0.0007
17 H 3.1169 -0.9627 -2.8790  -0.0014
18 H 3.2353 -2.7434 -2.4955  -0.0024
19 H 1.9249 3.6335 -3.1901  -0.0002
20 O 2.5366 3.0924 -3.7243  0.0007
21 H 2.6021 3.5855 -4.5701  0.0001
22 H -1.1648 4.4734 -1.0490  -0.0002
23 O -0.8712 5.1307 -1.7079  0.0005
24 H -1.2907 5.9614 -1.4069  0.0000
25 C -2.2554 1.7246 -2.9050  0.0017
26 H -3.2366 1.6957 -3.3966  0.0002
27 H -2.1068 2.6937 -2.4088  0.0008
28 H -1.4650 1.6263 -3.6606  -0.0016
29 C -3.5736 0.5154 -0.6242  -0.0022
30 H -3.4824 1.4295 -0.0207  -0.0002
31 H -4.5061 0.5556 -1.2103  -0.0024
32 H -3.6058 -0.3278 0.0812  0.0004
33 C 2.4863 -3.1132 0.2097  -0.0030
34 H 3.4034 -3.6737 -0.0260  -0.0040
35 H 2.4038 -2.9723 1.2977  0.0011
36 H 1.6131 -3.6956 -0.1120  0.0007
37 C 4.0595 -0.7131 -0.1573  -0.0034
38 H 4.0354 -0.4588 0.9116  0.0002
39 H 4.8934 -1.3989 -0.3692  -0.0027
40 H 4.1927 0.2327 -0.7035  0.0004
41 C 0.9740 -1.3554 4.1792  0.0003
42 C -0.2690 -0.5696 4.5694  -0.0004
43 C -0.4880 0.6949 3.6998  0.0033
44 C -1.7572 1.4895 4.0903  0.0002
45 C -3.0708 0.7246 4.0068  0.0001
46 C 0.7023 1.6440 3.8903  0.0004
47 O 1.0536 2.1011 4.9689  -0.0003
48 N 1.4318 2.0026 2.7543  -0.0021
49 C 1.1820 1.6296 1.4875  -0.0249
50 O 1.9270 1.9212 0.4826  -0.0502
51 N 0.1194 0.8466 1.2428  -0.0023
52 C -0.6206 0.2623 2.2412  -0.0305
53 O -1.3900 -0.6401 1.9061  0.0027
54 H 0.8845 -1.7316 3.1496  -0.0005
55 H 1.0827 -2.2236 4.8414  0.0000
56 H 1.8795 -0.7413 4.2785  0.0001
57 H -1.1507 -1.2078 4.4558  0.0000
58 H -0.2094 -0.2601 5.6217  0.0000
59 H -1.6199 1.8713 5.1118  0.0000
60 H -1.8185 2.3701 3.4299  0.0000
61 H -3.0612 -0.1580 4.6560  0.0000
62 H -3.8823 1.3841 4.3330  0.0000
63 H -3.2719 0.4007 2.9787  -0.0001
64 H 2.2051 2.6444 2.9028  0.0000